--- 1 ---
Below is C6H15NO2 as an isolated structure, with properties calculated with ωB97M-V with the def2-TZVPD basis set.

* LUMO energy: 0.75 eV
* molecular weight: 133.2 g/mol

Each line ends with the Mulliken charge.
Atoms and positions in Å:
O 1.3009 -0.9432 1.3470  -0.55
O -0.9500 1.3952 0.9822  -0.58
N 2.1208 -1.2564 -0.8125  -0.58
C 2.3718 0.8879 0.2241  -1.68
C -1.7289 -0.8358 1.0518  -1.63
C -0.1677 -0.0162 -0.7935  -1.34
C -1.1397 0.2651 0.2273  1.27
C -2.3800 0.6992 -1.2185  -1.29
C 1.4759 -0.3307 0.0873  0.94
H 2.5290 1.3574 -0.7456  0.37
H 1.6003 -2.1245 -0.8584  0.25
H -1.2385 -1.8050 1.0748  0.31
H -2.1090 0.8137 -2.2670  0.36
H 1.3863 -0.5996 2.2512  0.31
H -0.3341 -0.9393 -1.3314  0.33
H 3.3495 0.6001 0.6358  0.44
H -1.7823 -0.6539 2.1259  0.36
H -2.7523 -1.0808 0.7657  0.39
H -0.6686 2.1242 0.4139  0.38
H 0.1227 0.8149 -1.4281  0.57
H -2.9415 1.5880 -0.9380  0.39
H -3.1089 -0.1083 -1.1904  0.35
H 3.0818 -1.4565 -0.5373  0.29
H 1.9621 1.6045 0.9334  0.37

=====

--- 2 ---
Below is one molecule with the formula C6H15NO2, with properties calculated with ωB97M-V with the def2-TZVPD basis set.

* LUMO energy: 0.79 eV
* SMILES: CC(C)(O)C(C)(C)NO
* molecular weight: 133.2 g/mol

Each line ends with the Mulliken charge.
Atoms and positions in Å:
O 0.5282 2.3213 0.8452  -0.51
O -0.9809 1.2913 -1.1013  -0.63
N -0.0832 1.0944 1.5438  -0.44
C -1.4748 -0.7906 1.1008  -2.02
C -0.6867 -0.9739 -1.6762  -1.77
C -0.1319 0.2041 -0.8804  1.31
C 1.2936 0.5073 -1.3565  -1.66
C -0.1436 -0.1167 0.7482  1.62
C 1.0297 -1.0186 1.1394  -1.74
H 1.2357 0.8770 -2.3781  0.52
H -0.5692 2.0705 -0.6639  0.46
H -2.3033 -0.2359 0.6650  0.45
H -1.7612 -1.0494 -1.5403  0.38
H 1.1080 -1.8695 0.4675  0.30
H 1.2618 2.5538 1.4278  0.33
H 1.9665 -0.4679 1.1223  0.39
H -0.2107 -1.9074 -1.3901  0.29
H 1.7658 1.2701 -0.7472  0.26
H 0.8755 -1.3915 2.1504  0.41
H 1.9028 -0.3918 -1.3490  0.33
H -1.5946 -0.8094 2.1833  0.54
H -1.4991 -1.8135 0.7377  0.36
H -1.0313 1.4423 1.6847  0.33
H -0.4972 -0.7960 -2.7333  0.47

=====

--- 3 ---
Below is a 2-piece molecular cluster, C6H15NO2 overall, with properties calculated with ωB97M-V with the def2-TZVPD basis set.

* LUMO energy: 0.72 eV
* molecular weight: 133.2 g/mol

Each line ends with the Mulliken charge.
Atoms and positions in Å:
O -1.8350 -0.1448 1.4210  -0.60
O -1.9377 1.0768 -0.5051  -0.45
N -0.6133 -0.8785 -0.5230  0.06
C -1.3754 0.1536 0.3427  0.44
C 1.4662 1.7670 -0.4269  -1.35
C 1.5262 0.4584 1.7700  -1.35
C -0.9548 -0.9670 -1.9517  -0.95
C 0.6636 1.0995 0.6918  0.21
C -0.5129 -2.1892 0.1373  -0.91
H 2.1364 1.1996 2.3014  0.43
H 0.9026 -0.0438 2.5138  0.31
H -1.9342 -1.4286 -2.0923  0.33
H 0.2805 -2.7592 -0.3455  0.37
H -0.9677 0.0267 -2.3887  0.29
H 2.1526 1.0663 -0.9170  0.29
H 0.2864 -0.0665 -0.1478  0.20
H -1.4570 -2.7325 0.0725  0.33
H -2.5115 1.6261 0.0460  0.35
H 2.0806 2.5928 -0.0460  0.42
H -0.2649 -2.0387 1.1837  0.27
H 2.2250 -0.2749 1.3508  0.25
H 0.8058 2.1702 -1.1990  0.30
H -0.1940 -1.5698 -2.4490  0.37
H 0.0327 1.8566 1.1612  0.38

=====

Energy above the most stable structure, in kcal/mol: 1 33.3; 2 0.0; 3 31.7

=====

--- 1 ---
Below is one molecule with the formula C18H24N2O5, with properties calculated with ωB97M-V with the def2-TZVPD basis set.

* LUMO energy: -0.43 eV
* SMILES: CCCCCC[C@H]1C[C@@H](CC(=O)Nc2ccc([N+](=O)[O-])cc2)C(=O)O1
* molecular weight: 348.4 g/mol

Each line ends with the Mulliken charge.
Atoms and positions in Å:
O 2.2691 0.8503 2.4506  -0.66
O 2.2869 -0.7177 0.8770  -0.27
O -5.0243 1.1059 -1.2755  -0.63
O -5.2763 1.3258 0.8473  -0.64
O 1.7151 2.3589 -1.6674  -0.59
N -4.5998 1.3322 -0.1606  1.10
N 0.8498 2.4190 0.4445  -0.05
C -1.3123 2.0587 1.3715  -0.34
C 2.8624 -0.9772 -0.4059  0.40
C -0.2334 -1.9933 -0.2041  0.63
C -1.2673 -3.1180 -0.1772  -0.88
C -1.0586 1.9991 -1.0327  -0.39
C 3.7286 1.1080 0.5239  0.63
C -2.2285 -3.0332 1.0082  -0.66
C 3.8622 0.1704 -0.6751  -1.35
C 0.7980 -2.2236 -1.3071  -1.21
C -3.1022 -1.7854 0.9783  -0.76
C 3.2393 2.5273 0.1763  -1.26
C -3.2023 1.6268 -0.0257  -0.32
C -2.6566 1.7979 1.2441  -0.59
C -2.4038 1.7252 -1.1596  -0.51
C 1.7807 -1.0660 -1.4849  -0.30
C -0.4991 2.1632 0.2368  0.47
C 2.6964 0.4170 1.4128  0.20
C 1.8652 2.4435 -0.4693  0.31
H -0.4364 2.0858 -1.9076  0.48
H 3.5981 0.6844 -1.5986  0.48
H 3.3686 -1.9460 -0.3207  0.47
H 4.8759 -0.2137 -0.7725  0.32
H 1.2323 -0.1235 -1.5218  -0.15
H -1.6562 -3.0504 1.9384  0.31
H 2.3024 -1.1871 -2.4366  0.39
H 4.6621 1.1959 1.0864  0.50
H 1.1160 2.4563 1.4223  0.26
H -3.6193 -1.7057 0.0240  0.33
H 1.3534 -3.1419 -1.1032  0.34
H -3.2973 1.7126 2.1082  0.47
H -2.8515 1.5859 -2.1315  0.50
H -2.8701 -3.9173 0.9975  0.34
H 3.9317 2.9825 -0.5324  0.39
H 3.2052 3.1269 1.0864  0.38
H 0.2659 -1.9366 0.7633  0.38
H -3.8486 -1.8235 1.7682  0.42
H -0.7429 -4.0759 -0.1314  0.41
H 0.2680 -2.3628 -2.2523  0.40
H -1.8418 -3.1013 -1.1066  0.32
H -2.4993 -0.8929 1.1251  -0.05
H -0.8727 2.1724 2.3512  0.38
H -0.7325 -1.0384 -0.3822  -0.41

=====

--- 2 ---
Below is C18H24N2O5 as an isolated structure, with properties calculated with ωB97M-V with the def2-TZVPD basis set.

* LUMO energy: 0.04 eV
* molecular weight: 348.4 g/mol

Each line ends with the Mulliken charge.
Atoms and positions in Å:
O -2.5045 -0.1677 -2.2344  -0.78
O 5.1378 0.8455 -0.0389  -0.35
O 0.3941 -2.5717 2.2300  -0.52
O 3.6056 0.0507 -2.0860  -0.37
O -2.0193 -2.7868 -1.4819  -0.53
N -1.2806 0.1399 -0.2866  0.46
N -3.6030 1.9956 0.7561  0.13
C -1.9422 -0.5906 -1.1260  0.24
C 5.8607 1.0842 1.1581  -0.88
C -2.1415 2.4591 0.7056  -1.20
C -1.5954 -1.8682 -0.6464  0.44
C -3.9478 0.7831 1.3805  -1.87
C -0.8304 -1.8576 0.2446  -0.53
C 1.6486 0.2007 1.6693  -1.23
C 3.0821 0.3889 1.3222  -0.50
C -4.3384 2.4004 -0.4282  -0.93
C -1.3275 1.6960 -0.3702  -0.70
C 3.7221 0.4665 0.2083  0.73
C -0.3378 -2.8274 1.3134  0.65
C 0.8604 -0.1951 0.6868  0.06
C 1.5309 -0.1241 -0.8573  -0.68
C 2.8026 -0.0802 -3.2144  -1.01
C 2.8418 0.1627 -0.9901  1.06
C -0.5401 -4.2680 0.8296  -1.20
C -0.5912 -0.4292 0.7742  -0.75
H -2.1735 3.4557 0.5553  0.55
H 1.4084 0.2702 2.5838  0.90
H 5.5184 2.1050 1.4548  0.42
H -5.5003 2.4801 -0.1149  0.27
H -3.7556 0.0103 0.9777  0.73
H 2.0670 0.5053 -3.4178  0.48
H -1.7639 2.0406 1.6754  0.28
H 2.4800 -1.4760 -3.2601  0.25
H 5.9736 0.1326 1.8535  0.31
H -4.9284 1.0709 1.6891  0.45
H -4.0551 1.5194 -1.0562  0.38
H -0.9600 -0.0936 1.5913  1.29
H 3.7084 0.7253 2.3925  0.01
H -4.1965 3.4090 -0.6008  0.27
H -1.5377 -4.6748 0.5795  0.31
H -3.3019 0.7139 2.1114  0.64
H -1.7960 2.0776 -1.4619  0.38
H -2.6761 -2.6111 -2.0602  0.39
H 3.4845 -0.1534 -4.1446  0.27
H 0.9378 -0.4459 -1.7103  0.43
H 6.9566 1.2134 0.6462  0.20
H 0.0539 -5.0199 1.3205  0.39
H -0.0602 -4.2611 -0.5833  0.21
H -0.3702 2.1002 -0.5391  0.46

=====

Energy above the most stable structure, in kcal/mol: 1 0.0; 2 321.4

=====

--- 1 ---
Below is one molecule with the formula C2H3N2OP, with properties calculated with ωB97M-V with the def2-TZVPD basis set.

* LUMO energy (alpha / beta): -1.60 / -1.60 eV
* molecular weight: 102.0 g/mol

Each line ends with the Mulliken charge.
Atoms and positions in Å:
P -2.5171 -0.1742 0.0206  0.06
O 1.7732 1.0259 -0.0064  -0.53
N 0.3554 0.7226 -0.0159  0.75
N -0.4290 1.6312 0.0135  -0.90
C 0.1817 -0.6253 -0.0454  -0.28
C -1.1023 -1.1261 -0.0179  -0.18
H 1.8698 1.9796 0.1466  0.39
H 1.0739 -1.2301 -0.0832  0.36
H -1.2056 -2.2035 -0.0118  0.33

=====

--- 2 ---
Below is a 2-piece molecular cluster, C2H3N2OP overall, with properties calculated with ωB97M-V with the def2-TZVPD basis set.

* LUMO energy: 0.54 eV
* SMILES: O=C=NP.C#N
* molecular weight: 102.0 g/mol

Each line ends with the Mulliken charge.
Atoms and positions in Å:
P 1.4520 -1.4672 -0.5133  -0.11
O -0.7615 -3.7644 1.6294  -0.46
N 0.1514 -2.0551 0.3118  -0.12
N -0.0777 1.1411 0.3914  -0.42
C -1.0473 0.7507 0.8903  0.13
C -0.2740 -2.9316 0.9692  0.53
H -1.6751 0.3323 1.5992  0.29
H 1.5298 -0.5718 0.4781  0.09
H 0.5743 -0.6715 -1.3861  0.09

=====

--- 3 ---
Below is one molecule with the formula C2H3N2OP, with properties calculated with ωB97M-V with the def2-TZVPD basis set.

* LUMO energy: -0.19 eV
* SMILES: C1=NN=CPO1
* molecular weight: 102.0 g/mol

Each line ends with the Mulliken charge.
Atoms and positions in Å:
P 1.4059 -0.1025 -0.5494  0.07
O 0.4012 -1.2419 0.2003  -0.31
N -1.0051 1.1517 -0.0971  -0.20
N -1.6133 0.0048 -0.2740  -0.42
C -0.9524 -1.1653 -0.0328  0.17
C 0.2476 1.3302 -0.1233  -0.16
H 0.6370 2.1172 0.3499  0.48
H -1.4120 -2.2194 0.0291  0.33
H 2.2912 0.1252 0.4974  0.04

=====

Energy above the most stable structure, in kcal/mol: 1 92.1; 2 0.0; 3 32.4

=====

--- 1 ---
Below is a 2-piece molecular cluster, C3H10N overall, with properties calculated with ωB97M-V with the def2-TZVPD basis set.

* spin multiplicity: 2
* <S²>: 0.755
* LUMO energy (alpha / beta): 0.03 / -0.15 eV
* molecular weight: 60.1 g/mol

Each line ends with the Mulliken spin population.
Atoms and positions in Å:
N -0.4045 -0.6726 -2.2205  0.31
C 0.7291 1.3109 1.4512  0.03
C -0.0899 -0.9133 0.8493  0.44
C -0.1532 0.4686 0.5807  0.45
H -0.2122 -0.3422 -3.1651  -0.14
H 0.9873 2.2560 0.8817  -0.03
H 0.6726 -1.6614 0.8215  0.01
H -1.0638 -1.4350 1.0076  0.02
H -0.9965 0.9186 0.0556  -0.12
H 0.4737 -1.0661 -1.8447  0.00
H -1.0417 -1.4668 -2.1582  0.01
H 1.5968 0.6701 1.6930  0.02
H -0.7155 0.1086 -1.5295  0.01
H 0.2397 1.5783 2.4021  0.01

=====

--- 2 ---
Below is a 2-piece molecular cluster, C3H10N overall, with properties calculated with ωB97M-V with the def2-TZVPD basis set.

* spin multiplicity: 2
* <S²>: 0.754
* LUMO energy (alpha / beta): 0.74 / 0.53 eV
* molecular weight: 60.1 g/mol

Each line ends with the Mulliken spin population.
Atoms and positions in Å:
N -1.9816 2.0076 0.3955  0.48
C -0.1284 0.5214 -0.1678  0.40
C -0.9595 1.0192 0.8258  0.35
C 2.0664 -2.3190 -0.5221  0.01
H -1.9924 1.9981 -0.6211  -0.05
H 2.6995 -3.1981 -0.3753  0.00
H 0.5849 -0.2494 0.0641  0.06
H 2.0022 -2.1150 -1.5842  0.00
H 1.0996 -2.5433 -0.0859  0.00
H -2.9112 1.7427 0.7190  -0.16
H -1.8055 2.9859 0.6830  -0.10
H -0.3862 0.6654 -1.2139  0.06
H 2.5712 -1.5009 -0.0148  0.00
H -0.8589 0.9855 1.8977  -0.06

=====

Energy above the most stable structure, in kcal/mol: 1 26.8; 2 0.0